Computed, not measured: C32H41BFeN7O4S as an isolated structure, with the ωB97M-V functional and the def2-TZVPD basis.

Element x y z (Å)
Fe: 0.2497 -0.0664 -0.0498
C: -0.2129 1.9352 -2.5284
N: 0.0493 0.5015 -2.3350
C: 1.2451 0.1262 -3.0971
C: -1.1454 -0.2688 -2.6452
C: -1.3685 -0.8104 -3.8942
C: -2.4907 -1.5934 -4.1284
C: -3.3615 -1.8463 -3.0859
C: -3.1548 -1.2931 -1.8296
C: -2.0666 -0.4490 -1.5885
N: -1.7057 0.1701 -0.3920
C: -2.5102 0.5512 0.6578
C: -3.8913 0.3698 0.8128
C: -4.5376 0.7513 1.9816
C: -3.8495 1.3394 3.0264
C: -2.4949 1.6150 2.8611
C: -1.8447 1.2537 1.7003
N: -0.4892 1.6766 1.4093
C: 0.3494 1.9526 2.5777
C: -0.5483 2.9123 0.5928
H: -0.2720 2.1622 -3.5988
H: -1.1616 2.2002 -2.0682
H: 0.5930 2.5205 -2.0806
H: 1.1879 0.4817 -4.1327
H: 2.1147 0.5962 -2.6334
H: 1.3487 -0.9495 -3.0908
H: -0.6458 -0.6547 -4.6847
H: -2.6533 -2.0353 -5.1024
H: -4.2086 -2.5041 -3.2376
H: -3.8102 -1.5765 -1.0237
H: -4.4746 -0.0649 0.0204
H: -5.6025 0.5738 2.0693
H: -4.3553 1.6138 3.9421
H: -1.9567 2.1433 3.6399
H: 0.0468 2.8776 3.0829
H: 0.3079 1.1403 3.2975
H: 1.3805 2.0705 2.2453
H: -0.9407 3.7365 1.1983
H: 0.4510 3.1659 0.2368
H: -1.2073 2.7534 -0.2550
N: 6.9791 -4.0243 -1.9007
C: 5.6004 -3.9095 -1.7702
C: 4.9560 -4.3612 -0.6150
C: 3.5927 -4.1986 -0.4581
C: 2.8495 -3.5605 -1.4448
C: 3.4765 -3.1329 -2.6072
C: 4.8391 -3.3038 -2.7709
S: 1.0941 -3.3874 -1.2809
O: 0.5833 -4.6134 -0.7413
O: 0.6137 -2.9387 -2.5601
N: 0.8098 -2.1531 -0.2395
C: 0.8956 -2.3617 1.1007
N: 1.4978 -3.4023 1.6873
C: 1.4065 -3.4758 3.0041
C: 0.7290 -2.5442 3.7792
C: 0.2029 -1.4662 3.0985
N: 0.3084 -1.3465 1.7814
H: 7.4102 -4.7410 -1.3415
H: 7.3296 -4.0059 -2.8432
H: 5.5329 -4.8553 0.1589
H: 3.0883 -4.5652 0.4234
H: 2.8866 -2.6949 -3.4011
H: 5.3207 -2.9701 -3.6832
H: 1.9015 -4.3244 3.4675
H: 0.6330 -2.6429 4.8491
H: -0.3467 -0.6910 3.6196
C: 5.2038 0.3290 1.7148
C: 4.4192 0.5745 0.4390
C: 4.9938 -0.2567 -0.6969
O: 3.0609 0.1053 0.6416
B: 2.1936 0.9615 -0.0168
O: 2.8449 2.0944 -0.4398
C: 4.2059 2.0757 0.0768
C: 5.1241 2.6045 -1.0090
C: 4.2296 3.0067 1.2802
H: 5.2802 -0.7456 1.8843
H: 4.7153 0.7771 2.5782
H: 6.2154 0.7334 1.6331
H: 4.9447 -1.3098 -0.4190
H: 6.0343 0.0014 -0.9032
H: 4.4116 -0.1303 -1.6115
H: 5.0157 2.0391 -1.9326
H: 6.1675 2.5549 -0.6888
H: 4.8794 3.6470 -1.2139
H: 3.5559 2.6585 2.0640
H: 3.9027 3.9978 0.9648
H: 5.2333 3.0901 1.6996

Forces on the atoms, in the same order (eV/Å):
Fe -0.3 0.4 -0.2
C 0.0 0.1 0.0
N -0.1 -0.2 0.1
C -0.1 0.1 -0.1
C 0.0 0.0 -0.1
C 0.1 0.0 0.0
C 0.0 0.0 0.0
C 0.0 0.0 0.0
C 0.1 0.1 0.0
C 0.0 0.0 0.0
N 0.0 0.0 0.0
C 0.1 0.0 0.0
C 0.1 0.0 0.0
C 0.0 0.0 0.0
C 0.0 0.0 0.0
C 0.0 0.0 0.0
C 0.0 0.1 0.0
N 0.1 -0.1 0.0
C -0.1 0.0 0.0
C 0.0 -0.1 0.1
H 0.0 0.0 0.0
H 0.1 -0.1 -0.1
H 0.0 0.0 0.0
H 0.0 0.0 0.0
H 0.0 0.0 0.0
H 0.0 -0.2 0.0
H 0.0 0.0 0.0
H 0.0 0.0 0.0
H 0.0 0.0 0.0
H -0.1 0.0 0.1
H 0.0 -0.1 -0.1
H 0.0 0.0 0.0
H 0.0 0.0 0.0
H 0.0 0.0 0.0
H 0.0 0.0 0.0
H 0.0 0.0 -0.1
H 0.0 0.0 0.0
H 0.0 0.0 0.0
H 0.0 0.0 0.0
H 0.0 0.0 0.2
N 0.0 0.0 0.0
C 0.0 0.0 0.0
C 0.0 0.0 0.0
C 0.0 0.0 0.0
C 0.0 0.0 0.0
C -0.1 0.0 0.0
C 0.0 0.0 0.0
S 0.0 0.0 -0.1
O 0.0 0.0 0.1
O 0.0 0.1 0.0
N 0.2 0.0 0.1
C 0.0 0.0 0.0
N 0.0 0.0 0.0
C 0.0 0.0 0.0
C 0.0 0.0 0.0
C -0.1 0.1 0.0
N 0.0 0.0 -0.1
H 0.0 0.0 0.0
H 0.0 0.0 0.0
H 0.0 0.0 0.0
H 0.0 0.0 0.0
H 0.0 0.0 0.0
H 0.0 0.0 0.0
H 0.0 0.0 0.0
H 0.0 0.0 0.0
H 0.0 0.0 0.0
C 0.0 0.0 0.0
C 0.0 0.0 0.1
C 0.0 0.0 -0.1
O 0.0 0.2 0.0
B 0.2 -0.5 0.3
O -0.2 0.1 -0.2
C 0.0 0.0 -0.1
C 0.0 0.0 0.0
C 0.0 0.0 0.0
H 0.0 0.0 0.0
H 0.0 0.0 0.0
H 0.0 0.0 0.0
H 0.0 0.0 0.0
H 0.0 0.0 0.0
H 0.0 0.0 0.0
H 0.0 0.0 0.0
H 0.0 0.0 0.0
H 0.0 0.0 0.0
H 0.0 0.0 0.0
H 0.0 0.0 0.0
H 0.0 0.0 0.0

Output
LUMO (alpha / beta)   0.5312 / -0.2393 eV
2S+1   6
Energy above the lowest of the compared OMol25 structures with the same formula, charge and spin   0.599 eV
HOMO level (alpha / beta)   -6.9 / -6.8 eV
Gap between HOMO and LUMO (alpha / beta)   0.2719 / 0.2398 Eh
Net charge   0


Computed, not measured: C23H68N16O13Zn as an isolated structure, with the ωB97M-V functional and the def2-TZVPD basis.

Element x y z (Å)
Zn: -20.3455 16.2710 -10.1020
C: -19.8178 18.3308 -8.7029
O: -20.0508 18.3019 -9.9052
O: -19.6442 17.1067 -8.4221
O: -19.7594 19.2606 -7.8945
C: -16.7579 18.1689 -6.1375
O: -15.7390 18.2071 -5.4950
N: -16.9548 17.2794 -7.0339
N: -17.7140 19.0152 -6.0705
H: -16.1555 16.8021 -7.4256
H: -17.7883 17.3282 -7.6022
H: -17.6613 19.6776 -5.3099
H: -18.5325 18.9382 -6.6572
C: -23.9064 19.9255 -10.9205
O: -24.7623 19.5376 -11.6635
N: -24.0442 20.5553 -9.7744
N: -22.6825 19.6149 -11.1225
H: -25.0002 20.7917 -9.5499
H: -23.2110 20.9019 -9.3208
H: -22.4510 19.2653 -12.0414
H: -21.9770 20.0410 -10.5387
C: -19.6519 13.7247 -8.6010
O: -20.0807 14.2705 -9.6059
N: -19.9434 12.4999 -8.2427
N: -18.9334 14.3389 -7.7212
H: -20.7102 11.9711 -8.6333
H: -19.5029 12.2100 -7.3813
H: -18.5617 13.8579 -6.9146
H: -18.9765 15.3453 -7.7934
C: -22.7133 20.1957 -5.9661
O: -23.5966 20.6696 -5.2406
N: -21.4824 20.2679 -5.6848
N: -22.8890 19.6241 -7.1251
H: -20.7261 19.8571 -6.2132
H: -21.2305 20.6541 -4.7862
H: -22.0536 19.2800 -7.5765
H: -23.7985 19.5352 -7.5551
C: -18.6341 19.9692 -12.6172
O: -18.2234 20.5462 -13.6136
N: -19.7431 19.3459 -12.4713
N: -18.0601 19.8702 -11.4636
H: -20.4368 19.5072 -13.1874
H: -20.0097 19.2000 -11.5082
H: -17.1579 20.3163 -11.3793
H: -18.6420 19.6084 -10.6806
C: -23.2637 15.9884 -8.8975
O: -22.1952 16.2065 -9.4107
N: -23.3910 16.0639 -7.6394
N: -24.3973 15.6653 -9.5241
H: -22.5697 16.2679 -7.0880
H: -24.2965 15.9981 -7.1969
H: -24.2846 15.8114 -10.5172
H: -25.2750 15.4199 -9.0888
C: -20.5844 16.6650 -3.5972
C: -20.2806 15.8629 -4.9000
C: -20.8443 14.4592 -4.8395
O: -20.0015 13.6727 -3.9778
C: -20.7308 12.5182 -3.5042
N: -20.9797 16.5900 -5.9361
H: -21.6289 16.7100 -3.2889
H: -20.2107 17.6877 -3.6477
H: -20.1363 16.1606 -2.7411
H: -19.2487 15.9238 -5.2459
H: -20.8146 13.8948 -5.7715
H: -21.8552 14.5791 -4.4497
H: -21.5759 12.9590 -2.9753
H: -20.1985 11.8938 -2.7867
H: -21.0986 11.8687 -4.2986
H: -21.0078 17.5119 -5.5246
H: -20.4233 16.5821 -6.7789
C: -21.6001 22.9693 -11.4781
C: -20.8652 22.7545 -10.1440
C: -21.3603 23.5196 -8.9686
O: -20.4520 23.3292 -7.8703
C: -20.9976 23.8777 -6.6885
N: -20.6380 21.3408 -9.9016
H: -21.0885 22.3414 -12.2075
H: -21.4921 24.0276 -11.7160
H: -22.6671 22.7484 -11.5078
H: -19.8523 23.1359 -10.2732
H: -22.3364 23.1189 -8.6950
H: -21.5946 24.5373 -9.2810
H: -20.4629 23.5400 -5.8007
H: -22.0147 23.6048 -6.4071
H: -20.8777 24.9544 -6.8090
H: -19.9837 20.9303 -10.5524
H: -20.3941 21.0146 -8.9774
C: -16.2692 23.3449 -8.5587
C: -17.0306 22.0743 -8.7352
C: -16.1236 20.7969 -8.5040
O: -15.0829 20.6833 -9.4328
C: -14.3757 19.4387 -9.3767
N: -18.0602 21.9949 -7.7339
H: -15.7818 23.4624 -7.5908
H: -16.8566 24.2545 -8.6840
H: -15.5411 23.4058 -9.3676
H: -17.5386 22.0735 -9.6996
H: -16.8001 19.9498 -8.6171
H: -15.6483 20.7666 -7.5236
H: -14.3136 19.0929 -8.3448
H: -13.3706 19.5874 -9.7713
H: -14.8976 18.6772 -9.9562
H: -18.8580 22.5927 -7.8956
H: -18.5254 21.1188 -7.9242
C: -20.6173 15.4905 -14.2309
C: -20.2050 15.4856 -12.7321
C: -18.7734 15.9914 -12.4684
O: -18.5983 15.9053 -11.0746
C: -17.2611 16.2760 -10.6068
N: -21.2050 16.2443 -11.9818
H: -21.6169 15.0775 -14.3661
H: -19.8906 14.8283 -14.7016
H: -20.5840 16.4883 -14.6684
H: -20.2816 14.4416 -12.4284
H: -18.5215 16.9676 -12.8828
H: -18.1286 15.2068 -12.8641
H: -16.5384 15.6562 -11.1376
H: -17.1475 16.1350 -9.5319
H: -17.1192 17.2957 -10.9646
H: -21.4229 17.0907 -12.4881
H: -22.1037 15.8060 -12.1239

Forces on the atoms, in the same order (eV/Å):
Zn -0.2 0.3 0.5
C 0.2 -1.6 0.9
O -1.5 4.6 -6.2
O 1.8 -4.1 4.9
O -0.3 1.3 0.4
C 2.4 0.7 1.6
O 2.1 0.3 1.6
N -0.6 -4.8 -4.6
N -3.1 3.4 1.8
H -0.1 0.1 0.3
H 0.0 -0.2 -0.1
H -0.2 0.1 -0.4
H -0.2 0.4 0.0
C -1.0 -0.7 -0.2
O -3.1 -0.3 -1.5
N -1.8 1.5 2.0
N 4.9 -1.4 -1.5
H 0.5 0.4 0.4
H -0.5 0.3 0.3
H 0.0 0.2 0.4
H 0.7 0.0 -0.2
C -1.2 0.1 -0.6
O -1.0 0.1 -1.5
N -0.5 -3.1 0.5
N 2.3 2.1 1.7
H 0.4 0.2 -0.1
H -0.6 -0.5 -0.2
H -0.1 0.6 0.0
H 0.6 0.4 0.3
C -4.4 1.3 1.2
O -0.2 -0.2 -0.3
N 6.5 0.7 3.1
N -1.3 -1.7 -3.2
H -0.2 0.1 -0.3
H -0.1 0.0 -0.2
H -0.4 -0.1 -0.5
H 0.4 0.0 0.2
C 1.8 2.1 -2.6
O 0.2 -0.1 -0.3
N -6.0 -2.4 -1.8
N 4.4 0.9 3.4
H -0.1 0.0 0.2
H -0.9 -0.7 -0.2
H -0.1 0.0 0.6
H 0.9 -0.2 0.4
C -1.5 -0.4 -0.2
O 1.2 0.3 -2.0
N -0.7 0.2 4.9
N -0.2 -0.2 -2.7
H 0.3 0.1 0.8
H 0.4 0.1 0.1
H -1.0 -0.3 0.0
H 0.4 0.3 -0.3
C 1.0 -1.2 0.5
C -0.7 0.7 0.2
C 1.5 -0.4 0.8
O -0.4 -1.0 0.4
C -0.3 1.2 0.3
N -1.1 0.1 -0.1
H -0.3 -0.1 -0.8
H 0.2 -0.1 -0.1
H 0.4 0.1 0.0
H 0.6 -0.5 1.1
H -0.6 0.6 -0.6
H -0.3 -0.4 0.0
H -0.4 -0.5 0.1
H 0.6 0.4 -0.2
H 0.0 0.1 -0.3
H -0.3 0.6 -1.0
H 0.0 0.6 -0.3
C 0.3 0.3 0.7
C 1.8 -0.3 -0.7
C -0.9 -1.2 0.4
O -1.7 0.2 -0.7
C 0.6 0.6 0.7
N -1.4 -1.0 0.3
H -0.1 0.2 -0.2
H 0.1 0.0 -0.4
H 0.0 -0.3 0.4
H 0.2 0.7 -0.5
H -0.3 -0.2 0.4
H 0.7 0.5 0.4
H 0.7 0.0 -0.4
H -0.4 -0.1 -0.9
H -0.4 0.2 0.5
H 0.0 0.4 0.0
H 0.1 0.4 0.2
C 0.8 1.0 -0.8
C 0.6 -0.4 0.9
C -0.7 0.6 -0.5
O 0.7 -0.1 -1.1
C -0.5 0.8 0.3
N -0.7 -1.1 0.8
H 0.1 -0.4 0.0
H -0.5 -0.2 0.0
H 0.4 0.0 0.2
H 0.6 -0.3 -0.7
H -0.2 -0.4 0.2
H -0.6 0.3 0.5
H 0.1 -0.1 0.2
H -0.1 0.1 0.0
H -0.1 -0.2 -0.2
H 0.5 0.8 -0.1
H 0.0 -0.7 0.5
C 1.2 -0.3 0.7
C -0.7 0.4 -1.9
C -0.4 -1.5 -0.2
O 1.3 0.4 0.9
C -0.7 0.0 -1.4
N -0.2 0.1 -0.4
H 0.0 0.0 0.1
H -0.2 0.1 -0.6
H 0.1 0.0 0.0
H 0.2 0.1 0.4
H -0.2 0.2 0.1
H 0.3 0.2 -0.6
H 0.0 -0.2 0.1
H -0.5 0.1 -0.2
H 0.3 0.2 0.6
H 0.7 0.8 0.2
H -0.1 -0.8 0.6

Output
LUMO   -0.4319 eV
Energy above the lowest of the compared OMol25 structures with the same formula, charge and spin   2.807 eV
HOMO level   -8.5 eV
Gap between HOMO and LUMO   0.2949 Eh
Net charge   0


Computed, not measured: C16H20NNiO4S3 as an isolated structure, with the ωB97M-V functional and the def2-TZVPD basis.

Element x y z (Å)
Ni: -1.0275 -0.0795 0.8360
C: -2.3255 -1.0007 -2.4369
C: -1.7304 -2.2130 -1.7294
S: -0.9762 -2.0870 -0.0685
C: -2.1818 -2.8542 1.0364
C: -3.4944 -2.0955 1.0931
S: -3.1745 -0.3364 1.4587
C: -4.3810 0.5726 0.4544
C: -3.9226 0.8523 -0.9656
S: -4.0454 -0.5798 -2.0635
H: -2.3424 -1.2536 -3.4983
H: -1.6908 -0.1185 -2.3456
H: -0.8828 -2.5618 -2.3217
H: -2.4471 -3.0342 -1.6874
H: -1.6610 -2.8788 1.9954
H: -2.3427 -3.8837 0.7160
H: -4.1250 -2.4889 1.8902
H: -4.0329 -2.1497 0.1494
H: -4.5443 1.5052 0.9965
H: -5.3170 0.0146 0.4834
H: -2.8905 1.2045 -0.9662
H: -4.5379 1.6462 -1.3905
C: -0.3217 4.0624 2.3982
C: -0.6942 2.7810 1.8249
N: -0.9731 1.7715 1.3691
H: -1.1019 4.7955 2.2023
H: 0.6144 4.3926 1.9507
H: -0.1887 3.9461 3.4726
O: 1.4595 -2.3248 1.5454
C: 1.5907 -1.1666 1.2074
O: 0.6658 -0.2475 1.4819
C: 2.7985 -0.6664 0.4944
C: 3.8526 -1.5434 0.2771
C: 5.0127 -1.1403 -0.3851
C: 5.0551 0.1639 -0.8132
O: 6.0647 0.7997 -1.4660
C: 5.6013 2.1254 -1.7336
O: 4.3216 2.2725 -1.1128
C: 4.0057 1.0437 -0.6005
C: 2.8646 0.6661 0.0514
H: 3.7557 -2.5572 0.6397
H: 5.8404 -1.8145 -0.5522
H: 5.5003 2.2615 -2.8119
H: 6.2982 2.8438 -1.3034
H: 2.0516 1.3546 0.2281

Forces on the atoms, in the same order (eV/Å):
Ni -0.2 -0.3 0.5
C 0.0 -0.1 0.0
C 0.0 0.0 0.0
S 0.0 0.0 0.0
C -0.1 0.0 -0.1
C -0.1 0.0 0.1
S 0.0 0.0 -0.2
C 0.0 0.1 0.1
C 0.0 0.0 0.0
S 0.0 0.0 -0.1
H 0.0 0.0 0.0
H 0.0 0.0 0.1
H 0.0 0.0 0.0
H 0.0 0.0 0.0
H 0.0 0.0 0.0
H 0.0 0.0 0.0
H 0.0 0.0 0.0
H 0.0 0.0 0.0
H 0.0 0.0 0.0
H 0.0 0.0 0.0
H 0.0 0.1 0.0
H 0.0 0.0 0.0
C 0.0 0.0 0.0
C 0.0 0.1 0.0
N 0.1 -0.1 0.1
H 0.0 0.0 0.0
H 0.0 0.0 0.0
H 0.0 0.0 0.0
O 0.0 0.0 0.0
C -0.1 -0.2 0.2
O 0.3 0.5 -0.6
C 0.0 0.0 0.0
C 0.0 0.0 0.0
C 0.0 0.0 0.0
C 0.0 0.0 0.0
O 0.0 0.0 0.0
C 0.0 0.0 0.0
O 0.0 0.0 0.0
C -0.1 0.0 0.0
C 0.0 0.0 0.0
H 0.0 0.0 0.0
H 0.0 0.0 0.0
H 0.0 0.0 0.0
H 0.0 0.0 0.0
H 0.0 0.0 0.0

Output
LUMO (alpha / beta)   -4.1628 / -4.1689 eV
HOMO level (alpha / beta)   -10.2 / -10.2 eV
Gap between HOMO and LUMO (alpha / beta)   0.2224 / 0.2222 Eh
Net charge   +1


Computed, not measured: a 2-piece molecular cluster, C7H10BrClN2 overall, with the ωB97M-V functional and the def2-TZVPD basis.

Element x y z (Å)
C: 0.6956 3.0111 -0.9438
C: 0.4344 3.0704 0.4007
C: 1.1797 1.7677 -1.1760
C: -1.8771 -0.7875 0.4219
C: -0.5813 -2.9449 0.1461
C: -0.8347 -1.5674 -0.2744
C: 1.5820 -0.1740 0.2647
N: 0.8056 1.9606 1.0085
N: 1.2819 1.1697 0.0415
Cl: 1.4909 -0.6391 1.9902
Br: 2.7945 -0.9933 -0.8433
H: 0.4147 3.8189 -1.7200
H: 0.0095 3.9453 1.0814
H: 1.6188 1.3249 -1.9960
H: -2.8679 -1.3948 0.6177
H: -2.3859 -0.0561 -0.2133
H: -1.4647 -0.3560 1.3154
H: -1.3180 -3.5331 -0.3874
H: 0.5139 -3.3038 0.2074
H: -0.9253 -3.2060 1.2674
H: -0.5667 -1.1124 -1.2089

Forces on the atoms, in the same order (eV/Å):
C -1.3 2.5 -3.2
C -0.9 2.0 3.3
C 0.3 0.4 1.1
C -2.8 -1.1 -0.6
C 0.8 -1.3 3.2
C 0.0 1.3 0.4
C -1.4 -0.3 2.1
N -0.3 -0.1 0.8
N -0.1 -0.2 -0.2
Cl 0.5 0.2 -1.5
Br 0.5 -0.3 -0.2
H 0.8 -1.6 1.4
H 1.0 -2.1 -1.8
H 0.5 -0.8 -1.7
H 2.1 0.4 0.4
H 0.9 0.6 0.0
H -0.3 0.3 0.7
H 0.5 -1.0 -0.6
H -1.7 0.4 -1.0
H 0.6 1.3 -2.1
H 0.5 -0.6 -0.5

Output
LUMO (alpha / beta)   0.5096 / -0.5187 eV
Energy above the lowest of the compared OMol25 structures with the same formula, charge and spin   3.515 eV
HOMO level (alpha / beta)   -7.7 / -7.4 eV
Gap between HOMO and LUMO (alpha / beta)   0.3017 / 0.2546 Eh
Net charge   0


Number 1: maximum force 0.0123 hartree/bohr, total energy -98371.2193 eV. Number 2: maximum force 0.1534 hartree/bohr, total energy -123835.0104 eV. Number 3: maximum force 0.0148 hartree/bohr, total energy -100139.2953 eV. Number 4: maximum force 0.0828 hartree/bohr, total energy -92961.2351 eV.